A.
Below is an isolated ion of composition C6H11N2 and charge +1, with properties calculated with wB97M-V/def2-TZVPD.

The geometry in XYZ format:
```
19
Properties=species:S:1:pos:R:3:nbo_charge:R:1
C 1.989 -0.496 0.202 -0.6757
C 1.025 -0.613 1.320 0.2499
N 1.451 -0.670 2.610 -0.7826
C -0.300 -0.655 1.144 -0.3437
C -1.220 -0.476 -0.065 -0.3993
C -1.674 0.945 -0.494 -0.1932
C -1.478 1.309 -1.680 0.4810
N -1.365 1.705 -2.889 -0.6505
H 1.625 -0.902 -0.786 0.2250
H 2.851 -1.052 0.430 0.2348
H 2.194 0.433 -0.242 0.2397
H 0.889 -1.201 3.291 0.4117
H 2.446 -0.649 2.657 0.3905
H -0.861 -0.771 2.004 0.1917
H -2.141 -1.009 -0.002 0.2453
H -0.731 -0.921 -0.831 0.2147
H -2.128 1.405 0.276 0.2885
H -1.966 1.442 -3.638 0.4357
H -0.605 2.178 -3.306 0.4365
```

Its HOMO energy is -11.269 eV. The calculation puts the molar mass at 111.2 g/mol. For the frontier orbital gap, the calculation gives 6.84 eV. For the LUMO energy, the calculation gives -4.428 eV. The charge is +1.

B.
Below is an isolated ion of composition C6H11N2 and charge +1, with properties calculated with wB97M-V/def2-TZVPD.

The geometry in XYZ format:
```
19
Properties=species:S:1:pos:R:3:nbo_charge:R:1
C 2.262 -1.073 -1.333 -0.3878
C 1.667 -0.962 -0.166 -0.1963
C 1.843 0.145 0.797 -0.4924
C 0.908 1.290 0.434 -0.1701
N -0.182 0.777 -0.558 -0.6012
C -1.352 0.457 -0.219 0.7536
N -2.273 0.008 0.376 -0.2834
C -3.589 -0.224 0.523 -0.4840
H 3.130 -0.436 -1.553 0.1999
H 2.161 -1.877 -2.035 0.2229
H 1.034 -1.804 0.107 0.2140
H 2.861 0.575 0.725 0.2471
H 1.787 -0.297 1.782 0.2480
H 0.290 1.933 1.138 0.2488
H 1.448 1.894 -0.361 0.2324
H 0.146 0.624 -1.512 0.4690
H -3.738 -1.326 0.668 0.2475
H -4.028 0.216 1.461 0.2659
H -4.374 0.081 -0.274 0.2661
```

Its HOMO energy is -13.719 eV. The calculation puts the molar mass at 111.2 g/mol. For the frontier orbital gap, the calculation gives 9.43 eV. For the LUMO energy, the calculation gives -4.290 eV. The charge is +1.

C.
Below is an isolated ion of composition C6H11N2 and charge +1, with properties calculated with wB97M-V/def2-TZVPD.

The geometry in XYZ format:
```
19
Properties=species:S:1:pos:R:3:nbo_charge:R:1
C -2.255 -1.103 -0.038 0.0025
C -1.222 1.053 -0.083 0.0156
C 0.361 -0.833 0.255 0.2646
C 0.429 -0.044 1.466 -0.2537
C 1.287 -1.701 -0.475 -0.7121
C 1.136 1.475 -0.457 -0.4128
N 0.120 0.590 0.137 -0.2826
N -2.229 0.186 -0.195 -0.4782
H -2.816 -1.786 -0.645 0.2019
H -1.414 2.088 0.130 0.2235
H -0.395 -0.041 2.167 0.2533
H 1.388 0.193 1.924 0.2338
H 0.939 -1.876 -1.490 0.2561
H 1.330 -2.658 0.039 0.2765
H 2.305 -1.301 -0.513 0.2422
H 1.701 0.937 -1.216 0.2352
H 0.642 2.320 -0.928 0.2481
H 1.814 1.841 0.313 0.2320
H -3.121 0.659 -0.394 0.4542
```

Its HOMO energy (alpha / beta) is -12.063 / -11.846 eV. The calculation puts the molar mass at 111.2 g/mol. For the frontier orbital gap (alpha / beta), the calculation gives 7.47 / 7.18 eV. For the LUMO energy (alpha / beta), the calculation gives -4.596 / -4.663 eV. The charge is +1.

Of them, B has the highest stability.

A.
Below is an isolated ion of composition C6H11N2 and charge +1, with properties calculated with wB97M-V/def2-TZVPD.

The geometry in XYZ format:
```
19
Properties=species:S:1:pos:R:3:nbo_charge:R:1
C -2.017 0.105 -2.254 0.1145
N -1.014 0.173 -1.529 -0.3459
C -0.042 -0.040 -0.749 0.5443
N 1.312 0.259 -1.064 -0.5354
C 2.177 0.024 0.070 -0.2204
C 1.208 0.074 1.257 -0.3969
C -0.118 -0.461 0.694 -0.2714
C -1.362 0.023 1.423 -0.6045
H -2.607 1.000 -2.433 0.2191
H -2.322 -0.818 -2.740 0.2142
H 1.640 0.358 -2.009 0.4288
H 2.939 0.802 0.125 0.2315
H 2.673 -0.952 0.001 0.2062
H 1.569 -0.517 2.095 0.2483
H 1.075 1.106 1.588 0.2256
H -0.109 -1.558 0.689 0.2529
H -1.439 1.106 1.371 0.2221
H -1.303 -0.265 2.469 0.2457
H -2.260 -0.419 0.998 0.2214
```

Its HOMO energy is -14.191 eV. The calculation puts the molar mass at 111.2 g/mol. For the frontier orbital gap, the calculation gives 9.94 eV. For the LUMO energy, the calculation gives -4.246 eV. The charge is +1.

B.
Below is an isolated ion of composition C6H11N2 and charge +1, with properties calculated with wB97M-V/def2-TZVPD.

The geometry in XYZ format:
```
19
Properties=species:S:1:pos:R:3:nbo_charge:R:1
H 1.718 2.173 -0.576 0.3625
N 0.637 2.110 -0.523 -0.5184
C 0.102 1.037 -0.088 0.2340
C -1.419 1.311 0.200 -0.5541
C -2.130 0.025 0.108 -0.0424
C -2.798 -0.964 0.155 -0.1871
C 0.651 -0.249 0.433 -0.1000
C 2.152 -0.392 0.355 -0.6717
N 0.062 -1.162 -0.707 -0.7189
H -1.946 2.038 -0.554 0.3010
H -1.600 1.878 1.223 0.2967
H -3.270 -1.810 -0.010 0.2377
H 0.304 -0.609 1.437 0.2725
H 2.724 -0.078 -0.547 0.2492
H 2.481 0.154 1.252 0.2600
H 2.450 -1.389 0.700 0.2458
H -0.950 -1.226 -0.455 0.4679
H 0.545 -2.039 -0.789 0.4326
H 0.286 -0.809 -1.612 0.4328
```

Its HOMO energy is -14.191 eV. The calculation puts the molar mass at 111.2 g/mol. For the frontier orbital gap, the calculation gives 10.72 eV. For the LUMO energy, the calculation gives -3.476 eV. The charge is +1.

C.
Below is an isolated ion of composition C6H11N2 and charge +1, with properties calculated with wB97M-V/def2-TZVPD.

The geometry in XYZ format:
```
19
Properties=species:S:1:pos:R:3:nbo_charge:R:1
N 1.364 -1.083 1.254 -0.6826
C 1.753 -0.903 -0.161 -0.2385
C 0.462 -0.938 -0.971 -0.4505
C -0.487 0.143 -0.580 -0.1543
C -0.264 1.573 -0.676 -0.3268
C -1.387 2.195 -0.203 -0.0145
N -2.158 1.255 0.428 -0.5022
C -1.664 -0.004 0.110 -0.0822
H 1.064 -2.040 1.432 0.4410
H 2.064 -0.806 1.940 0.4465
H 0.515 -0.481 1.407 0.4620
H 2.286 0.047 -0.240 0.2370
H 2.317 -1.731 -0.651 0.2522
H 0.652 -0.995 -2.047 0.2606
H -0.071 -1.909 -0.867 0.2288
H 0.559 1.887 -1.285 0.2332
H -1.646 3.246 -0.178 0.2365
H -3.056 1.355 0.871 0.4298
H -2.302 -0.811 0.418 0.2240
```

Its HOMO energy is -12.201 eV. The calculation puts the molar mass at 111.2 g/mol. For the frontier orbital gap, the calculation gives 8.84 eV. For the LUMO energy, the calculation gives -3.362 eV. The charge is +1.

Of them, C has the highest stability.

A.
Below is a 2-piece molecular cluster, C6H8ClN overall, with properties calculated with wB97M-V/def2-TZVPD.

The geometry in XYZ format:
```
16
Properties=species:S:1:pos:R:3:nbo_charge:R:1
C 2.150 -1.241 0.235 0.2159
C -0.745 -0.970 -0.524 -0.5026
C -0.590 0.213 0.485 -0.2293
C -0.183 0.263 -0.943 -0.0394
C -1.825 1.034 0.786 -0.6056
C 2.349 -0.046 -0.493 -0.3617
N 1.761 -2.223 0.720 -0.3297
Cl 3.025 1.356 0.222 0.0515
H -0.230 -1.769 -0.019 0.2799
H -1.749 -1.195 -0.901 0.2259
H 0.167 0.260 1.193 0.2252
H -0.596 0.797 -1.766 0.2074
H -1.412 1.964 0.866 0.2090
H -2.271 0.893 1.717 0.2157
H -2.476 0.921 -0.069 0.1996
H 2.625 -0.259 -1.506 0.2380
```

Its HOMO energy (alpha / beta) is -8.444 / -8.720 eV. The calculation puts the molar mass at 129.6 g/mol. For the frontier orbital gap (alpha / beta), the calculation gives 7.46 / 8.30 eV. For the LUMO energy (alpha / beta), the calculation gives -0.988 / -0.416 eV.

B.
Below is one molecule with the formula C6H8ClN, with properties calculated with wB97M-V/def2-TZVPD.

The geometry in XYZ format:
```
16
Properties=species:S:1:pos:R:3:nbo_charge:R:1
C 1.309 -0.785 -1.141 -0.5975
C 0.198 0.175 -0.626 -0.0488
Cl -0.763 0.470 -2.125 -0.0891
C 0.647 1.538 -0.187 0.0791
N -0.069 2.279 0.539 -0.4020
C -1.295 1.896 1.028 -0.0662
C -1.701 0.625 0.960 -0.1538
C -0.908 -0.435 0.261 -0.4672
H 0.879 -1.888 -1.067 0.2203
H 2.017 -0.705 -0.393 0.2049
H 1.727 -0.473 -2.055 0.2316
H 1.558 2.121 -0.413 0.2155
H -1.896 2.546 1.501 0.1946
H -2.570 0.052 1.328 0.2129
H -0.442 -1.017 1.001 0.2195
H -1.692 -1.017 -0.250 0.2461
```

Its HOMO energy is -9.138 eV. The calculation puts the molar mass at 129.6 g/mol. For the frontier orbital gap, the calculation gives 9.56 eV. For the LUMO energy, the calculation gives 0.421 eV.

Of them, B has the highest stability.

A.
Below is one molecule with the formula C8H8N2O, with properties calculated with wB97M-V/def2-TZVPD.

The geometry in XYZ format:
```
19
Properties=species:S:1:pos:R:3:nbo_charge:R:1
N -2.000 -1.458 0.944 -0.8589
C -0.905 -0.985 0.120 0.1769
C -0.512 -1.793 -0.942 -0.2390
C 0.511 -1.401 -1.854 -0.1990
C 1.104 -0.210 -1.670 -0.1874
C 0.859 0.486 -0.506 -0.1535
C -0.143 0.156 0.376 -0.0228
C -0.127 1.171 1.572 -0.2352
N 0.821 2.071 1.114 -0.6127
C 1.334 1.769 -0.110 0.6457
O 2.146 2.474 -0.709 -0.6162
H -2.051 -0.910 1.844 0.4006
H -2.604 -2.171 0.575 0.4060
H -1.201 -2.550 -1.086 0.1991
H 0.726 -1.957 -2.767 0.2220
H 2.009 0.200 -2.303 0.2385
H -1.165 1.535 1.586 0.2063
H 0.151 0.536 2.462 0.2069
H 1.050 3.037 1.354 0.4228
```

Its HOMO energy is -8.419 eV. The calculation puts the molar mass at 148.2 g/mol. For the frontier orbital gap, the calculation gives 9.09 eV. For the LUMO energy, the calculation gives 0.670 eV.

B.
Below is one molecule with the formula C8H8N2O, with properties calculated with wB97M-V/def2-TZVPD.

The geometry in XYZ format:
```
19
Properties=species:S:1:pos:R:3:nbo_charge:R:1
C -1.769 -0.096 -0.050 -0.1784
C -1.011 1.181 -0.043 -0.2179
C -0.881 -0.822 1.095 -0.2601
C -0.814 -0.728 -0.990 -0.2934
C -0.038 0.651 1.031 -0.1826
C 0.043 0.548 -1.066 -0.1913
C -0.332 -1.689 0.032 -0.0742
C 1.104 0.699 0.053 -0.1122
N 2.345 -1.120 0.579 -0.0270
N 2.335 -0.087 0.041 0.2201
O 3.277 0.537 -0.532 -0.5179
H -2.780 -0.015 -0.300 0.2192
H -1.447 2.209 -0.004 0.2294
H -0.872 -1.196 2.066 0.2266
H -1.282 -1.070 -1.953 0.2321
H 0.061 0.951 1.983 0.2141
H 0.258 0.872 -2.093 0.2340
H 0.257 -2.541 0.047 0.2141
H 1.546 1.718 0.103 0.2655
```

Its HOMO energy (alpha / beta) is -7.740 / -9.985 eV. The calculation puts the molar mass at 148.2 g/mol. For the frontier orbital gap (alpha / beta), the calculation gives 6.72 / 10.00 eV. For the LUMO energy (alpha / beta), the calculation gives -1.023 / 0.013 eV.

Of them, A has the highest stability.